(1)
The following is a DFT calculation (ωB97M-V/def2-TZVPD) of a single C5H8O molecule.

Element x y z (Å)
C (2.02, -0.52, 0.69)
C (0.97, 0.52, 0.64)
C (-0.94, 0.21, -1.43)
C (-1.50, 0.35, -0.02)
C (-0.38, 0.24, 0.97)
O (-0.48, 0.10, 2.20)
H (3.02, -0.12, 0.90)
H (1.78, -1.32, 1.40)
H (2.09, -1.00, -0.29)
H (-0.08, 0.88, -1.54)
H (-1.67, 0.51, -2.19)
H (-0.61, -0.81, -1.66)
H (-1.97, 1.34, 0.11)
H (-2.26, -0.40, 0.22)

Computed properties:
F_max = 0.35 eV/Å
Multiplicity = 1
Gap between HOMO and LUMO = 8.32 eV
Total charge = 0
Total energy = -7358.642 eV
Energy relative to the best compared isomer or geometry (same formula, charge and spin) = 348.6 kJ/mol
LUMO level = -0.43 eV


(2)
The following is a DFT calculation (ωB97M-V/def2-TZVPD) of C5H8O as an isolated structure at a distorted geometry.

Element x y z (Å)
C (0.92, 0.30, -0.92)
C (-0.38, 1.48, 1.38)
C (-0.62, 0.18, 1.24)
C (0.19, -0.62, 0.24)
C (-0.41, -1.25, -1.05)
O (-0.08, -0.14, -1.86)
H (0.93, 1.41, -1.06)
H (1.94, 0.00, -1.21)
H (0.41, 1.93, 0.79)
H (-0.95, 2.12, 2.04)
H (-1.30, -0.31, 1.96)
H (0.58, -1.48, 0.86)
H (-1.47, -1.54, -1.08)
H (0.26, -2.11, -1.28)

Computed properties:
F_max = 1.65 eV/Å
Multiplicity = 1
Gap between HOMO and LUMO = 10.66 eV
Total charge = 0
Total energy = -7359.306 eV
Energy relative to the best compared isomer or geometry (same formula, charge and spin) = 284.6 kJ/mol
LUMO level = 1.10 eV


(3)
The following is a DFT calculation (ωB97M-V/def2-TZVPD) of a 2-piece molecular cluster, C5H8O overall.

Element x y z (Å)
C (2.73, 0.01, -0.31)
C (1.51, -0.48, -0.25)
C (0.29, -0.84, -0.26)
C (-1.01, -1.01, -0.28)
C (-1.92, -0.25, 0.66)
O (-1.25, 0.63, 1.52)
H (3.03, 0.81, 0.36)
H (3.45, -0.34, -1.04)
H (-1.49, -1.68, -0.99)
H (-2.60, 0.37, 0.06)
H (-2.55, -0.97, 1.22)
H (-0.44, 0.19, 1.80)
H (0.44, 1.82, -1.43)
H (-0.20, 1.73, -1.06)

Computed properties:
F_max = 0.30 eV/Å
Multiplicity = 1
Gap between HOMO and LUMO = 9.39 eV
Total charge = 0
Structure (SMILES) = C=C=C=CCO.[H][H]
Total energy = -7358.216 eV
Energy relative to the best compared isomer or geometry (same formula, charge and spin) = 389.8 kJ/mol
LUMO level = 0.36 eV


Q: The lowest gap between HOMO and LUMO belongs to which entry?
A: number 1